w.
C24H35N3O2 as an isolated structure, computed with wB97M-V/def2-TZVPD.

XYZ file:
```
64
Properties=species:S:1:pos:R:3:nbo_charge:R:1
O 3.8612 -2.6613 4.4490 -0.199
O 4.7198 1.0792 -0.8992 -0.719
N 0.1065 -0.1080 0.1814 -0.506
N 5.0438 -2.5860 4.7142 -0.088
N 2.8812 0.3043 -0.2917 -0.518
C -4.4048 -0.2557 -0.6520 -0.246
C 4.0761 0.3448 -0.0013 0.574
C -2.2115 -1.2961 -0.4460 -0.025
C -5.4456 0.8693 -3.6790 -0.196
C 5.5160 -1.5042 3.9470 0.090
C 4.7064 0.3478 2.3664 -0.326
C -4.4747 -0.7604 -1.9782 0.027
C 0.5481 1.8542 1.0632 -0.411
C 3.5931 -1.7340 3.4065 0.242
C -5.1177 2.2472 -2.9214 -0.592
C 1.3432 2.3210 -0.1104 -0.398
C -6.6203 1.0473 -4.4549 -0.574
C -5.7820 -0.4484 -2.7070 -0.454
C 1.8592 0.8793 -0.9844 -0.061
C 0.6441 0.1424 -0.9638 -0.174
C -3.1805 -0.4973 0.1737 -0.204
C 4.8709 -0.3325 0.8087 -0.437
C -3.2421 -1.3166 -2.6720 -0.211
C -0.4194 1.0373 0.9136 -0.267
C -0.7761 -1.2620 0.1701 -0.243
C 2.1232 -1.6996 3.2754 -0.679
C -2.2244 -1.4995 -1.8338 -0.212
C 6.9921 -1.0191 4.0785 -0.663
C 4.6445 -0.8813 3.2796 -0.134
H -6.0060 2.2310 -2.2142 0.182
H 1.3284 1.5183 1.9094 0.208
H -4.3852 2.1290 -2.3093 0.200
H 6.0097 -0.3277 0.5608 0.272
H 1.4706 -2.2554 3.8079 0.246
H -5.8559 -1.3308 -3.5843 0.236
H -3.2842 -1.4581 -3.6622 0.210
H -0.3384 -2.3174 -0.1241 0.231
H 4.4180 -1.3042 0.9414 0.222
H -1.1255 -1.6422 1.3219 0.190
H -1.2412 -1.8901 -2.4098 0.209
H 0.2380 2.9602 1.6914 0.217
H -0.9029 0.3838 1.7919 0.235
H -1.3211 1.3906 0.2194 0.188
H 2.1656 1.3301 -1.8976 0.251
H -0.1931 0.6495 -1.7337 0.162
H 1.7502 -1.9886 2.3385 0.221
H -6.5818 0.0134 -1.9983 0.244
H -6.3945 1.9790 -5.2512 0.176
H 7.5937 -1.7542 4.6811 0.239
H 7.2383 0.0339 4.4882 0.224
H -5.2697 -0.0263 -0.1990 0.197
H -5.1467 3.0563 -3.6411 0.217
H -3.1496 -0.3737 1.2754 0.220
H 3.7031 0.5728 2.2700 0.222
H 2.3094 2.8319 -0.0944 0.243
H 0.7613 -0.9901 -1.6444 0.188
H 7.4268 -1.0929 3.0822 0.212
H -6.7588 0.3117 -5.0157 0.184
H -7.6199 1.4132 -4.0543 0.207
H 5.4558 0.7665 2.5600 0.193
H -4.6017 0.8629 -4.4677 0.209
H 0.7059 2.8349 -0.6821 0.191
H 1.6433 -0.7478 3.1531 0.218
H 2.3278 -0.3815 0.6585 0.336
```

Properties
spin multiplicity	1
total charge	0
HOMO	-8.5469	eV

***

x.
One molecule with the formula C24H35N3O2, computed with wB97M-V/def2-TZVPD.

XYZ file:
```
64
Properties=species:S:1:pos:R:3:nbo_charge:R:1
O 4.7414 -0.0618 2.2016 -0.281
O 3.5485 2.3419 -1.5020 -0.659
N 4.6690 -1.3671 1.8382 -0.150
N 2.3989 0.4515 -1.0861 -0.627
N 0.0087 -0.9854 -0.6100 -0.456
C 5.1420 0.6723 1.1497 0.354
C -3.0572 -0.3934 -1.7946 -0.149
C 3.4429 1.1331 -1.5891 0.692
C 5.0521 -2.7427 -0.1402 -0.645
C 4.5103 0.2625 -2.2362 -0.478
C -0.0087 0.4271 -0.9437 -0.231
C 1.2756 1.0738 -0.4197 -0.054
C -4.3429 0.0130 -1.4897 -0.236
C 5.0200 -1.4453 0.5806 0.154
C -2.4207 -1.3704 -1.0391 -0.073
C 5.7385 0.2260 -1.3110 -0.408
C 1.2210 -0.5774 1.4660 -0.402
C -4.4008 -1.5306 0.3261 -0.217
C -5.7404 2.3403 0.3405 -0.612
C -6.4133 -0.0725 -0.0639 -0.420
C -0.0354 -1.1666 0.8309 -0.227
C 5.3429 -0.1548 0.0751 -0.181
C -3.1158 -1.9395 0.0207 -0.199
C -0.9935 -1.7640 -1.3302 -0.226
C -5.7849 0.7306 2.2588 -0.612
C -6.4263 1.1100 0.9272 -0.198
C -5.0310 -0.5390 -0.4159 -0.006
C 5.2835 2.1393 1.3109 -0.689
C 1.3589 0.8968 1.0999 -0.408
H 6.1904 1.2184 -1.2888 0.230
H -0.0464 0.5282 -2.0313 0.204
H -6.9337 0.2364 -0.9734 0.211
H -0.0826 -2.2379 1.0406 0.200
H 2.3064 1.2918 1.4662 0.218
H 4.9114 -3.5535 0.5684 0.241
H -4.8209 0.7657 -2.1001 0.211
H 6.4696 -0.4844 -1.7037 0.217
H -2.5452 0.0479 -2.6384 0.200
H 0.5508 1.4695 1.5598 0.203
H -4.9243 -1.9949 1.1495 0.211
H 6.3315 2.4288 1.2431 0.231
H -6.9718 -0.8992 0.3811 0.211
H -6.2025 2.6280 -0.6013 0.204
H 4.2597 -2.7854 -0.8867 0.217
H -0.9276 -0.6883 1.2720 0.169
H -4.7320 0.4946 2.1214 0.209
H 4.8967 2.4377 2.2814 0.236
H 1.1691 -0.6898 2.5496 0.217
H -6.2806 -0.1344 2.6939 0.204
H -7.4784 1.3587 1.1112 0.198
H -5.8195 3.1791 1.0288 0.210
H -5.8617 1.5569 2.9623 0.210
H -4.6858 2.1414 0.1634 0.209
H 4.7351 2.6518 0.5215 0.266
H -0.8350 -2.8136 -1.0656 0.203
H -0.7870 -1.6439 -2.3984 0.201
H 6.0062 -2.8654 -0.6500 0.223
H 1.3053 2.1381 -0.6757 0.236
H -2.6505 -2.7185 0.6083 0.209
H 4.7932 0.7058 -3.1915 0.234
H 2.3310 -0.5510 -1.1683 0.412
H 2.0947 -1.1309 1.1206 0.209
H 4.1322 -0.7453 -2.4091 0.199
H -0.8809 0.9495 -0.5155 0.181
```

Properties
spin multiplicity	1
total charge	0
HOMO	-8.7126	eV
structure (SMILES)	Cc1noc(C)c1CCC(=O)N[C@@H]1CCCN(Cc2ccc(CC(C)C)cc2)C1

***

The energy of each structure relative to the most stable one, in eV, is as follows: w 19.525; x 0.000.

***

w.
A 2-piece molecular cluster, C10H16O overall, computed with wB97M-V/def2-TZVPD.

XYZ file:
```
27
Properties=species:S:1:pos:R:3:nbo_charge:R:1
O 1.5940 -1.5090 -3.0492 -0.692
C 0.3328 1.1231 -0.9369 -0.189
C -0.9928 0.9665 -1.2614 -0.069
C -0.4747 -0.7185 -2.8469 -0.262
C 0.8610 -0.4721 -2.5142 0.304
C -2.0030 1.8460 -0.5399 -0.631
C 1.3755 0.4476 -1.6066 -0.301
C -0.7661 -0.7752 2.6704 -0.605
C 1.5946 -0.8497 1.8116 -0.620
C -1.4499 0.0669 -2.2702 -0.172
C 0.7089 -0.3227 2.9791 -0.398
H -2.0406 1.7332 0.5376 0.219
H -2.5034 -0.0035 -2.4513 0.216
H 2.4312 0.6671 -1.4436 0.228
H 0.6817 1.8039 -0.1614 0.211
H 2.5277 -1.5154 -2.8203 0.478
H -3.0427 1.7030 -0.8450 0.212
H -0.7309 -1.6786 -3.3250 0.234
H 2.5314 -1.2898 2.1116 0.211
H -1.8921 2.9290 -0.8082 0.215
H -1.5444 -0.1995 3.2187 0.202
H 1.6646 -0.0169 1.0975 0.205
H 1.0584 -1.5600 1.1627 0.204
H 0.8177 0.7432 2.8636 0.196
H -0.8012 -0.5792 1.6071 0.202
H 0.9917 -0.7144 3.9577 0.199
H -0.9294 -1.8249 2.8624 0.204
```

Properties
spin multiplicity	1
total charge	0
HOMO	-8.2711	eV
structure (SMILES)	Cc1ccc(O)cc1.CCC

***

x.
A 2-piece molecular cluster, C10H16O overall, computed with wB97M-V/def2-TZVPD.

XYZ file:
```
27
Properties=species:S:1:pos:R:3:nbo_charge:R:1
O 3.1633 1.5043 -1.4905 -0.669
C -3.2386 -1.1075 -0.9169 -0.599
C 2.3050 -0.3864 -0.3704 -0.267
C 0.1820 -0.5865 2.7985 -0.628
C 1.8621 1.8307 0.5080 -0.296
C 1.0628 -0.0515 1.6977 -0.052
C -0.9770 -0.3897 -1.9026 -0.635
C 1.1170 1.3342 1.5666 -0.175
C 1.6452 -0.8676 0.7440 -0.192
C 2.3613 1.0153 -0.4890 0.294
C -2.1854 0.0134 -1.0732 -0.405
H -1.0763 -1.3645 -2.3964 0.200
H -3.2857 -1.5903 -1.8934 0.201
H 2.7496 -0.8430 -1.2448 0.236
H 3.2245 2.4527 -1.3410 0.476
H 1.8156 2.9072 0.3520 0.201
H -0.0177 -0.6442 -1.4330 0.225
H 0.2883 -0.1415 3.7821 0.222
H -0.8428 -0.6177 2.4150 0.219
H 0.5116 2.0281 2.1252 0.214
H 0.4407 -1.6503 2.8816 0.209
H -0.8276 0.3409 -2.6992 0.212
H -2.9296 -1.8558 -0.1965 0.200
H -2.7360 0.8560 -1.4878 0.196
H -1.8446 0.4309 -0.1199 0.198
H 1.4432 -1.9302 0.8549 0.210
H -4.2112 -0.6869 -0.6712 0.205
```

Properties
spin multiplicity	1
total charge	0
HOMO	-8.3882	eV
structure (SMILES)	Cc1ccc(O)cc1.CCC

***

y.
A 2-piece molecular cluster, C10H16O overall, computed with wB97M-V/def2-TZVPD.

XYZ file:
```
27
Properties=species:S:1:pos:R:3:nbo_charge:R:1
O 2.4942 -0.5130 2.1413 -0.661
C -0.3125 0.9547 -3.3128 -0.621
C 0.6869 -0.1145 -3.0014 -0.381
C 1.2105 -0.3537 1.8612 0.242
C -0.3663 1.3978 1.4341 -0.177
C 0.2466 -1.2454 1.4916 -0.275
C -1.3138 0.5600 0.9389 -0.081
C -2.5502 0.9882 0.2399 -0.631
C -1.0497 -0.8518 0.9675 -0.194
C 0.0368 -1.5764 -2.5803 -0.619
C 0.9571 0.9578 1.7381 -0.231
H 0.3532 -1.7675 -1.5138 0.215
H -1.5259 -1.7129 0.4647 0.226
H -3.1091 0.1720 -0.2773 0.219
H -0.5393 0.8651 -4.3342 0.203
H -2.3476 1.7317 -0.5553 0.219
H 0.3965 -2.4004 1.4761 0.210
H 0.3462 -2.2988 -3.4220 0.207
H 0.2150 1.8562 -3.3568 0.212
H 1.4102 -0.2583 -3.8057 0.194
H 2.6012 -1.3676 2.6670 0.479
H -0.9902 -1.5637 -2.6182 0.191
H -1.1707 0.8302 -2.6241 0.207
H -3.3343 1.4005 0.9436 0.221
H 1.7272 1.6740 1.9341 0.223
H -0.5204 2.5511 1.2941 0.210
H 1.2628 0.0922 -2.0637 0.193
```

Properties
spin multiplicity	1
total charge	0
HOMO	-8.5673	eV
structure (SMILES)	Cc1ccc(O)cc1.CCC

***

z.
A 2-piece molecular cluster, C10H16O overall, computed with wB97M-V/def2-TZVPD.

XYZ file:
```
27
Properties=species:S:1:pos:R:3:nbo_charge:R:1
O -1.4483 -1.6167 -3.0932 -0.685
C 1.0025 2.6394 -1.2772 -0.611
C 0.3968 3.7713 -0.4179 -0.612
C 0.2896 -0.9202 2.1943 -0.424
C 0.3122 -0.9491 -1.5876 -0.285
C -1.9430 -1.3547 -0.8210 -0.260
C 0.3174 -2.3494 2.8382 -0.602
C -1.4907 -1.2804 0.4763 -0.177
C -1.0092 -1.2361 -1.8370 0.289
C -0.1597 -0.9251 0.7701 -0.053
C 0.7097 -0.6849 -0.2718 -0.193
H -0.2820 -0.2975 2.8845 0.210
H 1.7093 -0.3664 -0.0105 0.215
H 0.7579 1.6852 -0.8172 0.212
H 1.3520 -2.6484 2.9830 0.208
H -0.1866 -2.3082 3.7954 0.206
H -0.6704 3.8600 -0.6206 0.211
H -2.1186 -1.4563 1.3519 0.210
H 1.2869 -0.5111 2.3570 0.209
H 2.0737 2.7736 -1.4389 0.199
H -0.1960 -3.0840 2.2182 0.211
H -0.9916 -1.1073 -3.7704 0.478
H -2.9669 -1.5756 -1.0803 0.228
H 0.8305 4.7257 -0.7396 0.197
H 1.0455 -0.9817 -2.3857 0.217
H 0.7713 3.6329 0.5968 0.207
H 0.6077 2.5646 -2.2970 0.197
```

Properties
spin multiplicity	1
total charge	0
HOMO	-8.5219	eV
structure (SMILES)	CCc1ccc(O)cc1.CC

***

The energy of each structure relative to the most stable one, in eV, is as follows: w 0.595; x 0.260; y 1.583; z 0.000.

***

w.
One molecule with the formula C6H10S, computed with wB97M-V/def2-TZVPD.

XYZ file:
```
17
Properties=species:S:1:pos:R:3:nbo_charge:R:1
S -0.6694 -1.7525 -0.0062 0.173
C -1.9396 -0.4868 0.0057 -0.533
C 0.5678 -0.3816 -0.0541 -0.099
C -1.1131 0.8099 0.0536 -0.216
C 2.0344 -0.7491 -0.0213 -0.623
C 0.0455 0.5534 1.0668 -0.417
C -0.0419 0.6338 -1.0497 -0.418
H -0.1667 0.1216 2.0226 0.209
H 2.5952 0.1484 -0.3002 0.213
H -2.5871 -0.5324 0.8676 0.217
H 0.6948 1.3985 1.1737 0.205
H 0.6753 1.4926 -1.1624 0.210
H -0.3794 0.2660 -2.0414 0.211
H -2.5479 -0.5888 -0.9136 0.217
H 2.2812 -1.5339 -0.7302 0.220
H -1.7603 1.6594 0.0879 0.213
H 2.3111 -1.0584 1.0010 0.220
```

Properties
spin multiplicity	1
total charge	0
HOMO	-8.2808	eV
structure (SMILES)	C[C@]12C[C@H](CS1)C2

***

x.
One molecule with the formula C6H10S, computed with wB97M-V/def2-TZVPD.

XYZ file:
```
17
Properties=species:S:1:pos:R:3:nbo_charge:R:1
S -1.8381 -0.1206 -0.6110 0.114
C -0.8970 -0.5240 0.8083 -0.346
C 1.4160 -0.0787 0.3171 -0.226
C 0.6179 1.2492 0.0245 -0.439
C 0.3518 -1.1336 0.2884 -0.439
C -0.7324 0.9443 0.4331 -0.281
C 2.4701 -0.2201 -0.5611 -0.589
H 1.1826 2.1082 0.5798 0.221
H 0.7085 -1.8278 1.1501 0.219
H -1.5915 -0.7224 1.6972 0.248
H 0.1068 -1.5115 -0.6771 0.236
H 3.0763 0.6515 -0.1172 0.212
H -1.2264 1.6114 1.2186 0.235
H 1.8275 0.0422 1.2790 0.195
H 2.2338 -0.0632 -1.6502 0.207
H 3.0218 -1.2252 -0.5215 0.214
H 0.7109 1.4435 -1.0444 0.220
```

Properties
spin multiplicity	1
total charge	0
HOMO	-8.5802	eV
structure (SMILES)	C[C@@H]1C[C@@H]2S[C@@H]2C1

***

The energy of each structure relative to the most stable one, in eV, is as follows: w 0.000; x 1.649.

***

w.
One molecule with the formula C4H6S, computed with wB97M-V/def2-TZVPD.

XYZ file:
```
11
Properties=species:S:1:pos:R:3:nbo_charge:R:1
S 2.4523 -0.0545 -0.0226 -0.032
C 0.1740 -1.9838 -0.0187 -0.656
C 0.6847 -0.5848 0.0315 -0.047
C 0.0879 1.9443 -0.0243 -0.682
C 0.7467 0.7104 0.0661 -0.021
H 0.8984 -2.7478 0.1875 0.246
H -0.9359 1.9132 -0.1456 0.238
H -0.6253 -2.2860 0.8339 0.229
H 0.6197 2.6165 -0.6532 0.247
H 0.2581 2.6133 0.8291 0.239
H -0.4099 -2.0706 -0.8872 0.239
```

Properties
spin multiplicity	1
total charge	0
HOMO	-7.2910	eV
structure (SMILES)	CC1=C(C)S1

***

x.
One molecule with the formula C4H6S, computed with wB97M-V/def2-TZVPD.

XYZ file:
```
11
Properties=species:S:1:pos:R:3:nbo_charge:R:1
S 2.5798 -0.1079 -0.0800 0.066
C -0.0863 1.3496 0.0896 -0.677
C 1.1559 -0.8384 0.0381 -0.316
C -0.0478 -0.0879 -0.0573 -0.152
C -1.1825 -0.8648 -0.1189 -0.329
H -1.1004 1.8184 -0.4787 0.259
H -1.2050 -2.0989 -0.3690 0.217
H 0.7823 -1.8776 0.6846 0.224
H 0.5090 1.5440 1.0098 0.257
H -2.1303 -0.3378 0.1629 0.203
H 0.7254 1.5013 -0.8811 0.247
```

Properties
spin multiplicity	1
total charge	0
HOMO	-8.6708	eV
structure (SMILES)	C=C(C)C=S

***

The energy of each structure relative to the most stable one, in eV, is as follows: w 0.000; x 1.099.